one.
ORCA calculation (ωB97M-V/def2-TZVPD) on a 2-piece molecular cluster, CHBrN4 overall.

Values from the calculation:
- Net charge: 0
- HOMO: -9.46 eV

Last column: Mulliken charge in e.
Geometry (Å):
C1 -1.793 0.758 0.619  -0.030
N1 0.599 -0.534 -2.028  -0.308
N2 -1.198 0.542 -0.310  -0.263
N3 0.981 -0.455 -0.972  0.690
N4 1.102 -0.468 0.259  -0.369
Br1 2.820 -0.665 1.070  -0.014
H1 -2.510 0.822 1.362  0.295


two.
ORCA calculation (ωB97M-V/def2-TZVPD) on one molecule with the formula CHBrN4.

Values from the calculation:
- Net charge: 0
- HOMO: -11.30 eV

Last column: Mulliken charge in e.
Geometry (Å):
Br1 -2.994 -0.558 -0.030  0.145
N1 -0.804 0.043 0.045  0.305
N2 0.054 -0.928 -0.036  -0.348
C1 1.186 -0.182 0.001  -0.001
N3 0.899 1.104 0.024  -0.316
N4 -0.420 1.231 0.018  -0.227
H1 2.079 -0.710 -0.021  0.441


Of them, one has the lowest stability.


one.
ORCA calculation (ωB97M-V/def2-TZVPD) on a 2-piece molecular cluster, C5H12S2 overall.

Values from the calculation:
- Net charge: 0
- HOMO: -7.96 eV

Last column: Mulliken charge in e.
Geometry (Å):
C1 -0.993 -0.483 -0.978  -0.424
C2 -0.764 -1.798 -1.906  -0.928
C3 -2.302 -0.221 -0.450  -0.647
S1 -2.120 1.047 0.835  -0.128
S2 2.018 -0.571 -0.405  -0.137
C4 1.517 0.830 0.683  0.067
C5 2.546 0.836 1.744  -1.281
H1 -0.778 0.523 -1.260  0.427
H2 -0.349 -0.727 -0.082  0.138
H3 -0.999 -1.578 -2.987  0.279
H4 -1.553 -2.514 -1.538  0.300
H5 0.226 -2.224 -1.766  0.277
H6 -2.996 0.064 -1.264  0.362
H7 -2.769 -1.029 0.113  0.349
H8 1.563 1.725 0.066  0.284
H9 0.613 0.673 1.309  0.068
H10 2.310 1.421 2.694  0.296
H11 3.465 1.239 1.319  0.341
H12 2.866 -0.172 1.958  0.355


two.
ORCA calculation (ωB97M-V/def2-TZVPD) on a 2-piece molecular cluster, C5H12S2 overall.

Values from the calculation:
- Net charge: 0
- HOMO (alpha / beta): -8.12 / -7.44 eV

Last column: Mulliken charge in e.
Geometry (Å):
C1 -1.858 1.463 0.189  -1.138
C2 -2.257 -1.101 0.198  -1.065
C3 1.263 -0.522 -1.051  -0.936
C4 2.408 0.040 -0.345  -0.123
C5 -1.303 0.043 0.489  0.559
S1 3.890 -0.871 -0.345  -0.245
S2 -0.434 -0.145 2.086  -0.267
H1 -1.337 2.210 0.768  0.390
H2 -1.659 1.552 -0.933  0.239
H3 -2.942 1.390 0.397  0.335
H4 -2.656 -1.426 1.245  0.301
H5 -1.748 -1.845 -0.390  0.249
H6 -3.060 -0.581 -0.324  0.312
H7 1.290 -1.566 -0.974  0.420
H8 1.011 0.080 -1.853  0.372
H9 2.617 1.127 -0.449  0.401
H10 2.204 0.007 0.709  0.009
H11 4.204 -0.775 -1.550  0.087
H12 0.367 0.922 2.133  0.099


Of them, one has the lowest stability.


one.
ORCA calculation (ωB97M-V/def2-TZVPD) on one molecule with the formula C2H4N6.

Values from the calculation:
- Net charge: 0
- HOMO: -8.53 eV

Last column: Mulliken charge in e.
Geometry (Å):
N1 -2.457 -0.078 -0.055  -0.433
N2 -1.381 -0.935 0.164  -0.290
C1 -0.297 -0.470 -0.300  0.626
C2 0.267 0.846 -0.171  -0.165
N3 1.528 0.981 -0.089  -0.488
N4 2.246 -0.118 0.222  0.243
N5 1.885 -1.279 -0.020  -0.367
N6 0.728 -1.503 -0.292  -0.176
H1 -3.300 -0.254 0.395  0.244
H2 -2.303 0.798 0.357  0.171
H3 -0.216 1.825 -0.481  0.331
H4 3.300 0.186 0.271  0.303


two.
ORCA calculation (ωB97M-V/def2-TZVPD) on one molecule with the formula C2H4N6.

Values from the calculation:
- Net charge: 0
- HOMO: -10.15 eV

Last column: Mulliken charge in e.
Geometry (Å):
C1 1.816 -0.788 -0.459  -0.207
N1 0.813 -1.302 0.366  -0.928
N2 -0.403 -0.755 0.188  1.059
N3 -1.441 -1.607 0.128  -0.371
N4 -2.473 -0.942 -0.155  -0.248
N5 -2.086 0.426 -0.291  -0.429
C2 -0.770 0.517 0.008  0.506
N6 0.158 1.548 0.131  -0.630
H1 2.875 -1.101 -0.183  0.290
H2 1.755 0.184 -1.129  0.251
H3 -0.461 2.437 0.089  0.367
H4 0.216 1.383 1.308  0.340


Of them, one has the lowest stability.


one.
ORCA calculation (ωB97M-V/def2-TZVPD) on a 2-piece molecular cluster, C4H7ClN2 overall.

Values from the calculation:
- Net charge: 0
- HOMO: -9.18 eV

Last column: Mulliken charge in e.
Geometry (Å):
C1 0.338 -0.442 -1.921  -0.948
C2 -0.150 -0.580 -0.460  -0.545
C3 -0.775 0.298 0.276  0.685
C4 -1.028 0.302 1.792  -1.055
Cl1 -1.508 1.645 -0.481  -0.227
H1 0.149 0.468 -2.507  0.333
H2 -0.115 -1.195 -2.689  0.263
H3 1.424 -0.476 -1.846  0.252
H4 0.211 -1.460 0.083  0.367
H5 -2.043 0.720 2.050  0.377
H6 -0.164 0.941 2.341  0.243
H7 -0.977 -0.771 2.205  0.271
N1 1.935 0.481 0.926  0.246
N2 2.703 0.070 0.231  -0.262


two.
ORCA calculation (ωB97M-V/def2-TZVPD) on one molecule with the formula C4H7ClN2.

Values from the calculation:
- Net charge: 0
- HOMO: -9.10 eV

Last column: Mulliken charge in e.
Geometry (Å):
Cl1 4.207 -0.187 -0.323  -0.102
N1 2.900 0.829 -0.221  -0.479
C1 1.733 0.443 -0.085  0.388
C2 0.501 1.169 0.108  -0.325
C3 -0.631 0.378 -0.472  -0.461
C4 -0.176 -0.989 0.209  -0.568
N2 1.238 -1.050 -0.051  -0.369
H1 0.480 1.216 1.226  0.225
H2 0.620 2.273 -0.258  0.265
H3 -1.664 0.665 -0.139  0.295
H4 -0.399 0.171 -1.533  0.286
H5 -0.442 -0.983 1.310  0.282
H6 -0.733 -1.896 -0.179  0.306
H7 1.833 -1.680 0.470  0.256


Of them, two has the lowest stability.


one.
ORCA calculation (ωB97M-V/def2-TZVPD) on one molecule with the formula C4H7ClN2.

Values from the calculation:
- Net charge: 0
- HOMO: -9.80 eV

Last column: Mulliken charge in e.
Geometry (Å):
N1 -1.890 -2.526 0.403  -0.432
C1 -1.593 -1.525 -0.087  0.366
C2 -1.116 -0.349 -0.813  -0.696
C3 -0.623 0.800 0.111  -0.748
C4 0.710 0.199 0.686  -0.702
N2 1.774 0.410 -0.231  -0.367
Cl1 3.322 -0.073 0.411  -0.116
H1 -0.163 -0.536 -1.467  0.293
H2 -1.860 -0.127 -1.441  0.413
H3 -0.342 1.638 -0.383  0.435
H4 -1.454 0.903 0.756  0.345
H5 0.778 0.660 1.650  0.411
H6 0.686 -0.858 0.827  0.511
H7 1.770 1.384 -0.423  0.287


two.
ORCA calculation (ωB97M-V/def2-TZVPD) on one molecule with the formula C4H7ClN2.

Values from the calculation:
- Net charge: 0
- HOMO: -8.90 eV

Last column: Mulliken charge in e.
Geometry (Å):
C1 -2.426 -0.430 -0.373  -0.329
N1 -1.593 0.530 -0.406  -0.626
N2 -0.240 0.336 -0.535  0.328
C2 0.721 1.275 0.005  -0.631
C3 1.644 0.050 0.445  0.106
Cl1 3.097 -0.137 -0.538  -0.217
C4 0.420 -0.841 0.136  -0.769
H1 -3.470 -0.240 -0.359  0.304
H2 -2.063 -1.477 -0.470  0.252
H3 0.340 1.861 0.830  0.289
H4 1.102 1.964 -0.800  0.271
H5 1.980 -0.025 1.458  0.320
H6 -0.107 -1.087 1.044  0.407
H7 0.595 -1.779 -0.439  0.295


Of them, two has the lowest stability.


one.
ORCA calculation (ωB97M-V/def2-TZVPD) on a 2-piece molecular cluster, CF2NO2 overall.

Values from the calculation:
- Net charge: -1
- HOMO: -1.75 eV

Last column: Mulliken charge in e.
Geometry (Å):
C1 -1.225 0.942 -0.462  0.764
N1 1.443 -0.911 1.091  -0.286
O1 -1.079 1.215 -1.580  -0.421
O2 -1.438 0.839 0.663  -0.373
F1 0.900 -0.366 -0.172  -0.321
F2 2.350 -1.996 0.583  -0.363


two.
ORCA calculation (ωB97M-V/def2-TZVPD) on an isolated ion of composition CF2NO2 and charge -1.

Values from the calculation:
- Net charge: -1
- HOMO: -4.61 eV

Last column: Mulliken charge in e.
Geometry (Å):
O1 -1.159 -1.188 0.378  -0.615
C1 -0.832 -0.082 -0.045  0.639
O2 -1.317 0.789 -0.677  -0.571
N1 0.805 0.034 0.445  0.063
F1 1.457 -0.838 -0.522  -0.259
F2 1.626 1.222 0.314  -0.257


Of them, one has the lowest stability.


one.
ORCA calculation (ωB97M-V/def2-TZVPD) on one molecule with the formula C5H12O2.

Values from the calculation:
- Net charge: 0
- HOMO: -9.77 eV

Last column: Mulliken charge in e.
Geometry (Å):
C1 2.674 -0.468 0.548  -1.200
C2 1.585 0.044 -0.388  -0.535
C3 0.184 -0.375 0.053  0.203
O1 0.025 0.020 1.401  -0.563
C4 -0.871 0.222 -0.892  -0.678
C5 -2.306 0.154 -0.394  -0.562
O2 -2.417 1.007 0.746  -0.565
H1 3.666 -0.145 0.213  0.370
H2 2.507 -0.084 1.558  0.284
H3 2.673 -1.563 0.599  0.295
H4 1.761 -0.302 -1.416  0.286
H5 1.608 1.142 -0.408  0.317
H6 0.109 -1.478 -0.008  0.163
H7 -0.883 0.340 1.522  0.441
H8 -0.818 -0.312 -1.850  0.397
H9 -0.634 1.274 -1.096  0.361
H10 -2.577 -0.879 -0.132  0.304
H11 -2.990 0.496 -1.184  0.375
H12 -3.297 0.907 1.127  0.307


two.
ORCA calculation (ωB97M-V/def2-TZVPD) on a 2-piece molecular cluster, C5H12O2 overall.

Values from the calculation:
- Net charge: 0
- HOMO: -9.48 eV

Last column: Mulliken charge in e.
Geometry (Å):
C1 -1.606 -0.945 1.033  -1.450
C2 -0.910 -0.018 -0.046  -0.015
O1 -0.279 -0.326 -1.452  -0.486
C3 1.065 0.172 -1.469  -0.375
C4 0.957 1.371 -0.552  -0.745
C5 0.179 0.804 0.621  0.263
O2 0.984 -0.037 1.434  -0.533
H1 -2.352 -1.642 0.642  0.393
H2 -0.936 -1.488 1.708  0.376
H3 -2.172 -0.247 1.686  0.383
H4 -1.716 0.597 -0.421  0.295
H5 1.785 -0.571 -1.087  0.274
H6 1.399 0.453 -2.482  0.352
H7 1.906 1.825 -0.263  0.390
H8 0.327 2.118 -1.047  0.282
H9 -0.297 1.584 1.226  0.318
H10 1.778 0.464 1.664  0.333
H11 -0.050 -2.260 -0.279  0.125
H12 -0.061 -1.855 -0.917  -0.180


three.
ORCA calculation (ωB97M-V/def2-TZVPD) on a 3-piece molecular cluster, C5H12O2 overall.

Values from the calculation:
- Net charge: 0
- HOMO: -8.61 eV

Last column: Mulliken charge in e.
Geometry (Å):
C1 -1.488 0.285 2.071  -1.100
C2 -0.023 0.111 1.686  -0.224
C3 0.364 0.446 0.306  0.077
O1 1.719 0.780 0.216  -0.592
C4 -0.089 -0.580 -0.681  -0.647
C5 0.213 -0.210 -2.151  -0.412
O2 1.630 -0.199 -2.337  -0.587
H1 -1.763 -0.527 2.745  0.329
H2 -1.723 1.226 2.596  0.312
H3 -2.151 0.233 1.198  0.304
H4 0.324 -1.483 1.413  0.123
H5 0.684 0.504 2.427  0.376
H6 -0.318 1.259 -0.018  0.171
H7 2.052 0.397 -0.614  0.446
H8 -1.147 -0.830 -0.566  0.337
H9 0.370 -1.774 0.338  0.165
H10 -0.188 0.781 -2.473  0.323
H11 -0.264 -0.946 -2.808  0.291
H12 1.846 0.335 -3.111  0.307


four.
ORCA calculation (ωB97M-V/def2-TZVPD) on one molecule with the formula C5H12O2.

Values from the calculation:
- Net charge: 0
- HOMO: -9.73 eV

Last column: Mulliken charge in e.
Geometry (Å):
C1 -3.150 0.038 -0.274  -1.184
C2 -1.953 0.938 -0.037  -0.204
O1 -0.848 0.108 0.235  -0.278
C3 0.337 0.827 0.486  -0.453
C4 1.460 -0.171 0.768  -0.440
O2 2.477 -0.052 -0.205  -0.354
C5 2.938 -1.274 -0.721  -0.699
H1 -3.343 -0.567 0.617  0.291
H2 -2.945 -0.638 -1.110  0.293
H3 -4.045 0.623 -0.504  0.381
H4 -2.132 1.617 0.814  0.278
H5 -1.750 1.569 -0.920  0.294
H6 0.633 1.424 -0.389  0.319
H7 0.185 1.518 1.332  0.311
H8 1.893 -0.006 1.763  0.236
H9 1.017 -1.173 0.771  0.370
H10 2.185 -1.750 -1.367  0.292
H11 3.225 -1.984 0.069  0.311
H12 3.817 -1.046 -1.328  0.237


Of them, three has the lowest stability.


one.
ORCA calculation (ωB97M-V/def2-TZVPD) on a 2-piece molecular cluster, C5H12O2 overall.

Values from the calculation:
- Net charge: 0
- HOMO: -9.54 eV

Last column: Mulliken charge in e.
Geometry (Å):
C1 -0.114 -1.038 -0.439  -0.667
C2 -0.683 0.655 -0.107  -0.610
C3 -1.732 0.312 0.913  -0.540
O1 -2.265 -0.936 0.555  -0.374
C4 -1.157 -1.791 0.389  -0.547
H1 -0.248 -1.178 -1.516  0.361
H2 0.865 -1.561 -0.255  0.402
H3 -1.058 0.926 -1.087  0.324
H4 -0.185 1.579 0.271  0.380
H5 -2.545 1.040 0.964  0.341
H6 -1.254 0.273 1.913  0.302
H7 -0.742 -2.056 1.379  0.296
H8 -1.524 -2.712 -0.075  0.316
C5 2.315 1.302 -0.664  -0.651
O2 1.730 0.753 0.483  -0.593
H9 2.338 2.393 -0.564  0.234
H10 1.794 1.059 -1.609  0.265
H11 3.337 0.924 -0.733  0.292
H12 1.130 0.054 0.182  0.467


two.
ORCA calculation (ωB97M-V/def2-TZVPD) on a 3-piece molecular cluster, C5H12O2 overall.

Values from the calculation:
- Net charge: 0
- HOMO: -8.48 eV

Last column: Mulliken charge in e.
Geometry (Å):
C1 2.153 -0.748 -0.631  -0.229
C2 1.027 0.676 0.640  -1.241
O1 2.215 -1.823 0.002  -0.617
H1 0.424 -2.027 0.427  0.311
H2 2.990 -0.035 -0.614  0.372
H3 1.564 -0.703 -1.568  0.238
H4 0.948 1.628 0.113  0.224
H5 1.978 0.603 1.161  0.455
H6 0.372 0.693 1.509  0.450
C3 -1.924 1.698 -0.251  -0.709
C4 -0.713 -0.340 -0.135  0.048
C5 -0.650 -1.715 0.374  -0.908
O2 -1.716 0.406 0.335  -0.310
H7 -0.464 -0.165 -1.181  0.423
H8 -2.971 1.942 -0.086  0.246
H9 -1.715 1.674 -1.324  0.346
H10 -1.284 2.433 0.233  0.288
H11 -1.098 -2.404 -0.348  0.311
H12 -1.136 -1.796 1.344  0.300


three.
ORCA calculation (ωB97M-V/def2-TZVPD) on a 2-piece molecular cluster, C5H12O2 overall.

Values from the calculation:
- Net charge: 0
- HOMO: -8.18 eV

Last column: Mulliken charge in e.
Geometry (Å):
C1 -1.304 -0.516 1.418  -0.812
O1 -0.115 -0.332 0.671  -0.541
C2 -0.229 0.561 -0.448  0.717
C3 -0.703 1.947 -0.030  -1.504
C4 1.148 0.610 -1.091  -1.305
C5 1.862 -2.888 -0.388  -0.257
O2 0.573 -2.694 -0.479  -0.298
H1 -1.566 0.386 1.982  0.304
H2 -1.111 -1.327 2.124  0.282
H3 -2.147 -0.793 0.769  0.353
H4 -0.959 0.126 -1.152  0.220
H5 -0.036 2.366 0.732  0.339
H6 -1.725 1.937 0.362  0.396
H7 -0.693 2.610 -0.901  0.426
H8 1.886 0.955 -0.358  0.309
H9 1.147 1.302 -1.938  0.417
H10 1.455 -0.373 -1.458  0.295
H11 2.253 -2.010 0.211  0.134
H12 0.263 -1.867 -0.026  0.525


four.
ORCA calculation (ωB97M-V/def2-TZVPD) on one molecule with the formula C5H12O2.

Values from the calculation:
- Net charge: 0
- HOMO: -9.81 eV

Last column: Mulliken charge in e.
Geometry (Å):
C1 -1.638 -0.433 1.488  -0.769
O1 -0.312 -0.252 1.046  -0.447
C2 -0.171 0.473 -0.180  0.533
C3 -0.409 1.963 0.031  -1.450
C4 1.241 0.166 -0.676  -0.802
C5 1.378 -1.244 -1.251  -0.495
O2 0.923 -2.256 -0.380  -0.558
H1 -2.115 0.517 1.762  0.311
H2 -1.588 -1.066 2.377  0.264
H3 -2.250 -0.934 0.724  0.319
H4 -0.906 0.082 -0.905  0.299
H5 0.319 2.363 0.744  0.316
H6 -1.416 2.162 0.414  0.379
H7 -0.305 2.501 -0.917  0.402
H8 1.924 0.304 0.173  0.319
H9 1.526 0.893 -1.446  0.359
H10 0.820 -1.291 -2.201  0.266
H11 2.432 -1.438 -1.491  0.309
H12 0.460 -1.814 0.349  0.445


Of them, two has the lowest stability.